The following is a quantum chemistry calculation of an isolated ion of composition C9H11N2S and charge +1 in a non-equilibrium geometry, from OMol25.

The geometry in XYZ format:
```
23
Properties=species:S:1:pos:R:3
S -2.09074 1.17027 -1.71106
N 2.52925 -0.16512 -0.36261
N 1.78354 0.26585 -1.34730
C 3.72131 -1.43001 2.74330
C 0.16522 0.93420 0.38257
C -0.30374 1.26489 -2.15085
C 1.04622 0.44943 1.38669
C 2.28754 -0.14620 0.94304
C 0.62761 0.78326 -1.00334
C 3.23221 -0.70983 1.91174
C -2.39391 -0.49853 -0.98557
C -3.26107 -0.42723 0.31634
H -2.84315 -1.18866 -1.73091
H -3.01153 0.44636 0.95230
H 4.10631 -2.17448 3.44144
H 3.42999 -0.57184 -0.63137
H -0.16163 0.55042 -2.99118
H -0.02560 2.26573 -2.52992
H -4.34133 -0.40689 0.07855
H 0.81160 0.51524 2.45645
H -3.08527 -1.34867 0.91347
H -1.41504 -0.95882 -0.70765
H -0.80778 1.38061 0.62588
```

As for the total charge: +1. The energy relative to the best compared isomer or geometry (same formula, charge and spin) comes out at 275.10 kJ/mol. For the total energy, the calculation gives -23316.92255 eV. The value obtained for the HOMO-LUMO gap is 0.2519 hartree. The SMILES is C#Cc1ccc(CSCC)n[nH+]1.


The following is a quantum chemistry calculation of one molecule with the formula C19H26N4O4S in a non-equilibrium geometry, from OMol25.

The geometry in XYZ format:
```
54
Properties=species:S:1:pos:R:3
S 2.99301 -0.67538 -0.66816
O -5.92813 1.87174 0.23482
O 2.56821 -0.01623 -1.87927
O 2.82957 -2.09820 -0.60676
O -1.76128 -0.79890 1.94350
N 6.70148 0.51888 -0.40642
N 6.64633 -0.23627 0.69818
N -2.06403 -1.71426 -0.09510
N 2.27164 -0.02825 0.70372
C 5.42356 -0.72171 0.75281
C 2.16944 1.41501 0.68751
C -0.13739 -0.29309 0.25067
C 0.98866 1.91039 -0.14878
C 1.06093 -0.69637 1.11948
C -1.39634 -0.95181 0.79381
C -3.34822 -2.31989 0.20748
C 4.67298 -0.26030 -0.35483
C -5.66735 0.62364 -0.24140
C -4.66972 -0.21266 0.23985
C -5.28392 -1.89627 -1.36231
C -6.47971 0.18471 -1.28974
C -4.47783 -1.47118 -0.32005
C -5.14582 2.35786 1.29972
C -6.28728 -1.06489 -1.83825
C 5.32911 1.29678 -2.34065
C 4.93605 -1.61178 1.83096
C -0.29943 1.23128 0.30773
C 5.53355 0.53858 -1.08454
H -6.92103 -1.39611 -2.64729
H 2.06657 1.74976 1.72542
H -4.08839 2.42580 1.02450
H 1.25027 -1.76737 1.03837
H 6.03309 0.96894 -3.10442
H 1.17808 1.66532 -1.19465
H -3.40543 -2.38759 1.29739
H 4.23582 -1.07233 2.46703
H 0.06175 -0.60419 -0.77939
H 4.31515 1.12336 -2.69077
H -7.25293 0.84372 -1.65123
H 3.11129 1.79727 0.28727
H -4.02712 0.08710 1.05206
H 0.85651 -0.44322 2.16426
H 0.90208 2.99387 -0.05183
H -5.52765 3.35488 1.51389
H -1.13180 1.54046 -0.32940
H -5.24621 1.73134 2.19123
H -3.37978 -3.32348 -0.22299
H -5.13616 -2.87315 -1.79833
H 5.77271 -1.96150 2.42846
H 4.40577 -2.45275 1.38985
H -0.53350 1.51484 1.33716
H -1.75819 -1.74091 -1.05464
H 5.47759 2.36375 -2.17501
H 7.56343 0.98080 -0.65095
```

The energy relative to the best compared isomer or geometry (same formula, charge and spin) comes out at 241.19 kJ/mol. For the total energy, the calculation gives -45110.88247 eV. The value obtained for the HOMO-LUMO gap is 0.3396 hartree. The SMILES is COc1cccc(CNC(=O)[C@H]2CCCN(S(=O)(=O)c3c(C)n[nH]c3C)C2)c1.


The following is a quantum chemistry calculation of C6H10N2O as an isolated structure in a non-equilibrium geometry, from OMol25.

The geometry in XYZ format:
```
19
Properties=species:S:1:pos:R:3
O -0.00742 -1.70692 -2.07214
N 0.37369 -1.14840 0.45069
N 1.90889 1.16287 -0.53923
C -0.05055 -1.90042 1.61596
C -0.21841 0.18344 0.18938
C -1.19990 0.71160 0.93664
C -0.04569 1.91784 -1.66389
C -0.64959 -1.61776 -1.10902
C 0.65705 1.06639 -0.65380
H 0.16874 -1.36216 2.54147
H -1.47907 1.74415 0.82126
H 0.45779 -2.86095 1.61826
H -0.70234 2.62969 -1.16515
H -1.81224 0.11958 1.59410
H 0.68881 2.45762 -2.25656
H -1.12126 -2.08138 1.55204
H 1.36613 -1.21709 0.23814
H -0.65319 1.29088 -2.31463
H 2.31856 0.61102 0.21648
```

The energy relative to the best compared isomer or geometry (same formula, charge and spin) comes out at 285.23 kJ/mol. For the total energy, the calculation gives -11409.13156 eV. The value obtained for the HOMO-LUMO gap is 0.3410 hartree.


The following is a quantum chemistry calculation of C26H39Br42ClIN3O4SSi2 as an isolated structure in a non-equilibrium geometry, from OMol25.

The geometry in XYZ format:
```
119
Properties=species:S:1:pos:R:3
I -2.84050 -2.83826 2.66838
Br 5.08984 -2.31280 -3.54014
Br 9.47362 2.54007 0.48940
Br -2.89514 -9.14953 -0.90145
Br -4.71677 -8.04337 -3.31860
Br -4.61198 -5.34251 -0.46630
Br 6.07010 4.30806 -2.70402
Br 2.33357 5.07737 8.49375
Br -4.02425 2.41852 -5.27132
Br 3.10612 4.75408 -3.88741
Br 2.07209 -4.16085 -7.38362
Br 5.02042 -2.86330 -7.29272
Br 1.10030 4.56792 11.42709
Br 7.52330 6.95079 10.83846
Br -8.29514 -7.04059 -4.43690
Br 4.67173 -6.04905 -7.63088
Br -5.50408 -0.88724 -11.15434
Br -7.75759 -0.85013 -6.25150
Br -3.60709 0.08122 -13.57263
Br -0.96123 4.25872 -14.61961
Br 4.38293 7.66640 10.73392
Br -2.31563 3.51255 -11.79235
Br -3.90787 -0.79062 -5.54044
Br 7.91034 -5.20439 1.17033
Br -2.71500 -4.37405 -2.88459
Br 0.86040 3.15256 -12.20246
Br 3.48293 -1.71007 -0.81266
Br -7.79434 -0.43802 -3.05560
Br -6.07117 -8.78954 -0.49134
Br -8.62671 -3.28139 -4.32325
Br 8.36914 2.94755 3.48917
Br 6.40289 3.38861 0.97436
Br -5.70113 2.13905 -12.24415
Br -10.11677 -5.93444 -6.85405
Br 10.12124 -2.86125 1.08925
Br 6.62330 -2.42568 -0.70812
Br 10.79852 -5.75912 -0.14695
Br -2.90992 1.06778 -7.97664
Br -11.47117 -6.68060 -4.02679
Br 3.64930 5.10034 -0.72994
Br 5.98984 7.06367 8.00644
Br -0.53871 3.65067 8.80853
Br -4.80903 -2.31622 -1.55611
Cl 1.22596 2.82202 5.83539
S -0.98472 0.61623 4.75013
Si 0.34993 1.41094 3.25414
Si 1.49882 -1.27583 3.35879
O 4.47337 0.11322 4.37682
O 5.36275 -0.45981 2.11307
O -0.93450 -1.29424 0.69931
O 1.40893 0.24304 2.48566
N -3.97332 1.96379 6.33615
N -4.36624 -0.35355 5.48695
N -4.96813 1.61392 3.93336
C 4.39007 5.27128 -2.52058
C 5.83805 6.67540 9.90656
C 0.71093 4.93962 9.55771
C -7.51861 -1.69408 -4.51513
C 9.80774 -4.77742 1.20910
C -0.92566 -2.11846 1.77867
C -4.13934 0.89762 -6.47879
C -0.88915 3.10923 -13.05190
C -2.05167 3.02412 2.41004
C -0.80029 2.10668 1.82140
C -4.44407 1.00989 5.23397
C 3.35743 -1.88506 3.17032
C 0.44107 -2.68253 2.48902
C -3.64981 -3.85031 -1.26099
C -4.54191 0.60496 -11.94903
C 7.93354 2.41082 1.67079
C -4.64469 -9.19286 -1.75088
C 3.93088 -4.41865 -6.87109
C 1.26278 2.97227 3.96965
C 3.65229 4.00725 4.52571
C -3.53100 2.51694 1.91897
C 2.78559 3.18016 3.39116
C 4.44687 -0.66089 3.25974
C -10.04469 -7.08392 -5.28634
C -4.12554 1.21888 2.73938
C 4.93805 -2.70107 -1.64002
H -1.05024 2.08355 -13.39983
H -3.25687 0.46904 2.97054
H 3.94903 -4.53627 -5.78258
H -5.93461 1.23635 3.81063
H -3.99845 -0.52847 6.45055
H -2.88724 -3.54049 -0.53882
H -3.42089 2.70111 5.80658
H -1.97091 3.12865 3.57975
H 0.22085 5.91817 9.52173
H -10.20578 -8.10960 -5.63427
H -3.77934 0.91478 -11.22686
H 4.07961 3.30972 5.39187
H 3.49410 -2.59296 2.23450
H 3.23960 2.10838 3.23259
H -3.59371 2.30174 0.75610
H 4.61135 6.33252 -2.67499
H 3.52773 -2.58728 4.11961
H 2.82714 3.83055 2.40487
H -4.85515 0.64720 1.98965
H -1.73235 -0.47740 4.28620
H -5.15217 0.89583 -6.89497
H 4.69283 -3.76442 -1.54958
H -4.80578 -10.21854 -2.09882
H 0.23608 -3.53713 3.29497
H 5.59283 5.61205 9.99700
H 7.64775 1.35447 1.70910
H 0.56777 3.90807 3.71588
H 3.03524 4.87988 5.01110
H 4.60972 4.48585 4.00919
H -1.88905 4.10582 1.93787
H -4.30052 3.40794 2.11471
H -3.22440 1.49641 6.92920
H 4.86149 -0.69419 1.26120
H 10.18910 -5.10344 2.18239
H -0.09482 2.79929 1.17563
H -1.29212 1.24232 1.19834
H 1.26846 -1.18791 4.79311
H -6.47581 -2.02367 -4.46074
H 1.12711 -3.09046 1.60713
```

For the total energy, the calculation gives -3029244.87121 eV. The value obtained for the HOMO-LUMO gap is 0.3274 hartree.


The following is a quantum chemistry calculation of a 2-piece molecular cluster, C3H11N2 overall in a non-equilibrium geometry, from OMol25.

The geometry in XYZ format:
```
16
Properties=species:S:1:pos:R:3
N 1.64028 -1.35031 -0.12326
N -0.06427 0.68778 -0.07511
C -1.97709 -0.86378 -0.00049
C 0.54499 1.99137 0.18064
C -1.35437 0.48087 0.04682
H -1.94372 1.36718 0.21942
H -2.29670 -1.06097 1.09919
H 1.39712 -1.60930 -1.01582
H -2.82962 -0.97106 -0.63182
H -0.19822 2.69900 0.29185
H 1.47482 -2.16172 0.51789
H 2.59896 -1.25088 -0.11514
H 0.81574 -0.04562 -0.27682
H -1.42688 -1.66209 -0.45582
H 1.04799 2.15749 1.10473
H 1.21886 2.37673 -0.60359
```

As for the total charge: +1. The energy relative to the best compared isomer or geometry (same formula, charge and spin) comes out at 125.91 kJ/mol. For the total energy, the calculation gives -6262.27660 eV. The value obtained for the HOMO-LUMO gap is 0.4212 hartree.


The following is a quantum chemistry calculation of C27H19Co2F2O6 as an isolated structure in a non-equilibrium geometry, from OMol25.

The geometry in XYZ format:
```
56
Properties=species:S:1:pos:R:3
Co -0.09819 2.65846 2.77505
Co -2.60252 2.07043 3.77567
F -2.17715 -1.79647 -2.04899
F 2.82230 2.13472 -1.88139
O 0.40043 1.33540 0.25095
O 2.25461 4.35894 3.18863
O -3.04121 -0.47083 5.16906
O -2.15148 4.62106 2.02728
O -2.89597 0.70408 1.23796
O -5.18195 3.49578 4.06915
C 2.66405 -0.22105 -1.70237
C -4.18224 2.91514 4.02285
C 0.15468 -2.17750 -1.93630
C 1.11360 -0.72233 4.78388
C -2.95649 0.57571 4.68610
C 0.82866 -0.26566 3.37774
C -0.67740 1.67843 4.17146
C 1.25993 -3.08630 -1.88774
C 1.02501 -1.13353 2.30896
C 1.00922 -4.41223 -2.36455
C 4.74671 0.84400 -2.42638
C -1.68834 3.66873 2.51529
C 0.90146 -2.58918 2.46603
C -1.11886 -2.64981 -2.22659
C 1.28389 3.76018 2.98524
C 0.47856 -2.98533 3.90328
C 0.17152 0.98247 3.30283
C 3.25113 -1.52012 -1.78388
C 1.30662 -2.24840 4.93442
C -0.27672 -4.83705 -2.70104
C 3.40827 0.90752 -2.04419
C -1.37662 -3.97796 -2.57052
C 5.31619 -0.42439 -2.58446
C 0.16266 1.90535 1.23938
C -2.87899 1.27153 2.24332
C 4.59285 -1.58190 -2.27688
C 2.54788 -2.70597 -1.41076
H -2.39493 -4.33475 -2.66590
H 1.99053 -0.19584 5.21022
H 1.67619 -0.10120 -1.28547
H 1.03900 -2.53326 5.96392
H 1.86116 -3.08834 2.24633
H 5.04912 -2.55873 -2.42873
H 2.37468 -2.44774 4.78427
H 5.33467 1.74885 -2.52533
H -0.57873 -2.73502 4.05883
H 0.60617 -4.05710 4.04787
H 6.34744 -0.50387 -2.95642
H 0.15558 -3.00284 1.76019
H 0.29567 -1.14729 -1.65095
H -0.44252 -5.86016 -3.07304
H 1.19002 -0.78161 1.28346
H 0.25972 -0.40909 5.40465
H 3.11466 -3.46563 -0.87230
H -0.46302 1.61333 5.26634
H 1.85199 -5.09460 -2.48417
```

As for the total charge: -1. The energy relative to the best compared isomer or geometry (same formula, charge and spin) comes out at 169.13 kJ/mol. For the total energy, the calculation gives -121276.59505 eV. The value obtained for the HOMO-LUMO gap is 0.1305 hartree.